Computed, not measured: a cluster of 3 separate species, C28H47F6NO9PS in total, with ωB97M-V/def2-TZVPD.

Calculated values
**Energy**: -3165.208076 Eh
**Largest force on an atom**: 0.110 hartree/bohr
**2S+1**: 1
**HOMO-LUMO gap**: 7.6614 eV
**Net charge**: +1
**HOMO energy**: -10.9 eV

Last column: Löwdin charge in e.
Geometry (Å):
C: -3.033 -1.861 -4.496  0.02
C: -3.169 -1.824 -3.060  -0.11
C: -2.145 -0.865 -2.263  -0.13
C: -2.944 0.258 -1.380  -0.29
C: -3.670 1.184 -2.438  -0.35
F: -3.852 2.525 -2.138  0.11
F: -4.973 0.676 -2.651  0.11
F: -3.103 1.179 -3.733  0.09
O: -4.048 -0.574 -0.894  -0.14
C: -3.613 -1.411 0.230  -0.19
C: -4.948 -1.551 1.086  -0.11
C: -5.254 -3.109 1.408  -0.18
C: -4.511 -3.607 2.746  -0.20
C: -3.092 -4.201 2.317  -0.21
C: -2.246 -4.747 3.565  -0.19
C: -0.874 -3.973 3.814  -0.17
C: 0.176 -4.076 2.609  -0.23
O: -0.183 -5.041 1.597  -0.24
C: 0.963 -5.796 1.139  -0.10
C: -2.393 -0.513 0.762  -0.25
C: -2.343 -0.449 2.348  -0.01
N: -2.345 0.726 -0.091  -0.24
C: -2.806 1.953 0.620  -0.15
C: -4.397 2.038 0.857  -0.14
O: -4.639 3.331 1.432  -0.12
C: -5.822 3.954 0.910  -0.07
C: -5.482 5.284 0.063  -0.40
F: -5.515 4.910 -1.301  0.06
F: -4.236 5.804 0.416  0.11
F: -6.518 6.217 0.237  0.09
P: -0.590 0.987 -0.573  0.50
S: 0.311 2.374 0.426  0.31
H: -2.071 -2.330 -4.903  0.09
H: -3.827 -1.471 -5.200  0.08
H: -3.932 -2.481 -2.549  0.12
H: -1.557 -1.592 -1.591  0.12
H: -1.357 -0.415 -2.946  0.11
H: -3.381 -2.430 -0.246  0.16
H: -5.836 -1.215 0.441  0.14
H: -4.995 -0.923 2.026  0.11
H: -4.955 -3.776 0.529  0.12
H: -6.374 -3.198 1.597  0.12
H: -4.435 -2.699 3.433  0.11
H: -5.113 -4.395 3.298  0.12
H: -2.481 -3.392 1.789  0.09
H: -3.252 -5.090 1.617  0.13
H: -2.094 -5.880 3.512  0.12
H: -2.886 -4.575 4.498  0.11
H: -1.039 -2.868 4.022  0.10
H: -0.395 -4.435 4.734  0.11
H: 0.372 -3.026 2.187  0.12
H: 1.170 -4.416 3.058  0.12
H: 1.947 -5.241 1.228  0.10
H: 0.957 -6.791 1.691  0.10
H: 0.805 -6.030 0.033  0.10
H: -1.495 -1.193 0.537  0.13
H: -1.249 -0.385 2.673  0.11
H: -2.708 -1.467 2.730  0.08
H: -3.005 0.330 2.832  0.09
H: -2.317 2.175 1.611  0.13
H: -2.536 2.846 -0.049  0.13
H: -4.651 1.223 1.627  0.12
H: -5.012 1.802 -0.064  0.13
H: -6.512 3.273 0.327  0.15
H: -6.427 4.323 1.813  0.16
H: -0.519 1.366 -1.970  0.04
H: 0.185 -0.209 -0.458  0.03
C: 5.826 2.379 -1.217  -0.02
C: 4.555 1.921 -0.539  -0.33
C: 4.545 2.129 0.946  -0.10
O: 3.598 1.149 1.370  0.03
C: 3.655 0.141 0.458  -0.56
O: 3.133 -0.929 0.599  0.13
O: 4.385 0.505 -0.631  0.09
H: 5.814 2.101 -2.273  0.10
H: 5.938 3.458 -1.142  0.08
H: 6.706 1.902 -0.776  0.10
H: 3.688 2.391 -1.017  0.16
H: 4.225 3.132 1.228  0.14
H: 5.503 1.908 1.426  0.15
C: 11.674 3.436 -2.324  -0.02
C: 10.214 3.043 -2.342  -0.35
C: 9.687 2.709 -3.706  -0.10
O: 8.291 2.954 -3.546  0.06
C: 8.179 3.919 -2.591  -0.54
O: 7.167 4.503 -2.337  0.13
O: 9.371 4.133 -1.967  0.09
H: 11.965 3.771 -1.326  0.09
H: 12.308 2.593 -2.607  0.09
H: 11.870 4.268 -3.005  0.09
H: 10.039 2.227 -1.632  0.16
H: 9.873 1.672 -3.987  0.14
H: 10.063 3.369 -4.493  0.14

Forces on the atoms, in the same order (eV/Å):
C 0.28 -0.27 2.05
C 0.66 0.92 -2.40
C 2.01 -2.30 0.39
C -3.42 -4.25 -1.57
C -2.71 1.58 -2.83
F 0.82 -2.26 0.10
F 2.76 1.16 0.52
F -0.45 -0.08 3.10
O 0.77 1.38 0.37
C -1.59 1.51 -1.02
C -0.59 -1.39 -0.35
C -0.28 0.46 1.21
C 0.32 0.06 -1.14
C 0.13 -0.38 0.85
C -0.36 0.52 0.52
C 0.00 -0.71 -0.31
C 0.76 0.08 0.94
O 0.92 0.82 0.41
C -0.30 -0.77 -0.80
C 0.32 -4.32 1.91
C 0.38 -0.16 0.07
N 1.63 -0.66 -0.11
C -2.11 3.15 -0.74
C 0.67 -1.46 0.64
O -0.72 -0.91 -1.58
C -0.77 1.65 1.23
C -0.76 -1.04 -0.35
F 0.65 1.23 2.29
F -2.82 -0.70 -1.11
F 2.55 -1.58 -0.31
P 3.69 2.15 0.25
S -0.49 -0.52 -0.09
H -0.68 2.42 0.24
H 0.25 -2.16 0.76
H 0.05 2.15 -0.41
H -0.72 1.46 -0.32
H -1.34 -0.61 0.57
H 0.38 1.42 1.18
H 1.57 -0.24 0.66
H 0.32 -0.81 -1.02
H -0.54 0.96 1.10
H 1.39 0.09 -0.51
H 0.12 -1.24 -0.66
H 0.71 0.89 -0.76
H -0.76 -1.18 0.45
H 0.16 1.47 0.66
H 0.00 1.68 -0.13
H 0.87 -0.26 -1.13
H -0.02 -1.34 -0.14
H -0.59 0.69 -1.04
H -0.36 -1.44 0.15
H -1.21 0.61 -0.50
H -1.20 -0.64 0.10
H 0.41 1.23 -0.56
H 0.16 0.35 1.46
H -1.02 1.41 0.00
H -1.60 0.35 -0.26
H 0.49 1.45 -0.76
H 0.95 -0.80 -0.61
H -0.10 -0.98 -1.26
H -0.37 -1.31 0.97
H 0.15 1.17 -1.01
H 0.84 0.56 0.96
H 1.07 0.79 0.39
H 0.88 -0.46 -1.25
H -0.91 -0.65 0.74
H -1.13 -0.01 -0.21
C -0.25 -0.54 0.00
C 1.01 0.68 -0.55
C -0.05 0.56 0.28
O -0.07 -0.62 -0.30
C -0.09 -0.48 0.02
O 0.02 0.54 -0.10
O -0.67 -0.41 0.68
H -0.06 0.18 0.06
H -0.21 -0.20 0.07
H -0.11 0.01 0.13
H -0.02 0.00 0.14
H -0.14 -0.17 0.09
H 0.03 0.04 -0.20
C 0.03 0.39 0.23
C 1.20 -0.07 0.03
C 0.12 -0.52 -0.35
O -0.20 0.42 0.39
C -0.40 0.59 0.05
O 0.86 0.00 -0.42
O -0.79 -0.15 -0.25
H -0.01 -0.15 -0.05
H -0.10 0.01 0.03
H -0.10 -0.12 -0.04
H -0.07 -0.03 -0.12
H -0.24 0.06 0.00
H 0.12 0.01 0.16